{
  "formula": "C42H78F5N4O5",
  "method": "ωB97M-V/def2-TZVPD",
  "species": ["C", "C", "C", "C", "C", "C", "C", "C", "C", "N", "C", "C", "C", "O", "C", "C", "F", "F", "C", "F", "F", "F", "C", "O", "C", "C", "C", "C", "N", "C", "C", "C", "C", "O", "C", "C", "C", "C", "O", "O", "C", "C", "H", "H", "H", "H", "H", "H", "H", "H", "H", "H", "H", "H", "H", "H", "H", "H", "H", "H", "H", "H", "H", "H", "H", "H", "H", "H", "H", "H", "H", "H", "H", "H", "H", "H", "H", "H", "H", "H", "H", "H", "H", "H", "H", "H", "H", "H", "H", "H", "C", "C", "N", "C", "C", "C", "C", "H", "H", "H", "H", "H", "H", "H", "H", "H", "H", "H", "H", "H", "H", "H", "C", "C", "N", "C", "C", "C", "C", "H", "H", "H", "H", "H", "H", "H", "H", "H", "H", "H", "H", "H", "H", "H"],
  "xyz": [[-2.8263, 0.6675, 6.6984], [-2.1102, 0.3219, 5.7888], [-0.9869, -0.2321, 4.8714], [-0.8797, 0.6405, 3.5240], [-1.6506, -0.0744, 2.2980], [-1.0419, 0.1203, 0.8759], [-0.8970, 1.7160, 0.6156], [-1.1451, 2.1034, -0.9151], [-0.2322, 2.8367, -1.6608], [-2.0319, 2.4419, 1.2938], [-2.2917, 3.6162, 0.8025], [-3.7445, 3.8741, 0.2017], [-1.3738, 4.8923, 0.8146], [0.2923, 2.2928, 1.1786], [1.4939, 1.5902, 0.8601], [2.5368, 1.5223, 2.0659], [2.5978, 0.2954, 2.7055], [3.8293, 1.7301, 1.5366], [2.3819, 2.7568, 3.0878], [2.2138, 3.9558, 2.4380], [3.6324, 2.8573, 3.7099], [1.4919, 2.5309, 4.0960], [1.3267, 0.2515, 0.0338], [2.6247, -0.2942, -0.1020], [3.4108, 0.3072, -1.1552], [3.6705, -0.6044, -2.4288], [3.0087, 0.1157, -3.6898], [2.5839, -0.8943, -4.8539], [0.2100, -0.6824, 0.4758], [-0.2673, -1.2882, -0.8511], [0.7732, -2.1045, -1.6915], [0.1586, -3.4646, -2.3093], [1.1713, -4.6750, -2.1057], [2.1832, -4.7187, -3.1362], [0.6430, -1.7416, 1.4313], [0.0828, -3.2122, 1.3175], [-1.4464, -3.5242, 1.4806], [-1.8146, -4.0251, 2.9491], [-1.1975, -4.8988, 3.4913], [-2.9161, -3.3912, 3.5613], [-4.1462, -3.7539, 2.8611], [-4.8538, -2.4243, 2.3391], [-3.5844, 0.6766, 7.5180], [0.0153, -0.0835, 5.3861], [-1.0672, -1.3353, 4.6726], [0.2045, 0.6088, 3.2377], [-1.2866, 1.6808, 3.6574], [-2.7388, 0.2452, 2.3177], [-1.7122, -1.1458, 2.6746], [-1.9161, -0.1163, 0.1877], [-2.0980, 1.8244, -1.4425], [0.3981, 3.6406, -1.1836], [-0.0651, 2.6314, -2.7535], [-4.4141, 2.9811, 0.2913], [-4.1681, 4.8143, 0.6701], [-3.5464, 4.1549, -0.8843], [-1.7440, 5.6641, 0.0790], [-0.2954, 4.6793, 0.5758], [-1.3810, 5.3998, 1.8310], [2.0279, 2.2856, 0.1279], [1.0799, 0.6047, -1.0193], [3.0389, 1.3057, -1.5221], [4.4308, 0.5145, -0.7009], [3.3872, -1.6821, -2.3132], [4.7904, -0.5912, -2.6283], [2.0294, 0.5614, -3.3065], [3.6134, 0.9938, -4.0517], [3.1026, -1.8876, -4.7905], [2.7341, -0.3563, -5.8316], [1.4691, -1.1101, -4.7918], [-1.1820, -1.9454, -0.7059], [-0.6813, -0.4864, -1.5414], [1.6963, -2.4409, -1.1290], [1.0510, -1.4864, -2.5996], [-0.7782, -3.7660, -1.7424], [-0.1086, -3.3059, -3.3897], [1.7254, -4.5948, -1.1133], [0.6385, -5.6745, -2.0871], [3.0131, -5.0277, -2.7205], [0.5866, -1.4555, 2.5281], [1.7591, -1.9729, 1.3750], [0.5982, -3.7752, 2.1653], [0.4396, -3.7755, 0.3989], [-2.1137, -2.6704, 1.1428], [-1.7157, -4.3895, 0.7976], [-4.7746, -4.3177, 3.6097], [-3.9819, -4.4285, 1.9737], [-5.9025, -2.4124, 2.7519], [-4.9177, -2.4939, 1.2151], [-4.3169, -1.4923, 2.6589], [8.5997, -1.0926, -3.9464], [8.5045, -0.0580, -2.8317], [8.4956, -0.6318, -1.4924], [8.1541, 0.3392, -0.4573], [9.1200, 1.5033, -0.2261], [9.6043, -1.5213, -1.1669], [11.0230, -0.9552, -1.2599], [7.7834, -1.8167, -3.8834], [8.5327, -0.5947, -4.9167], [9.5483, -1.6324, -3.9260], [7.5693, 0.4928, -2.9832], [9.3196, 0.6670, -2.9579], [8.0020, -0.1849, 0.4924], [7.1715, 0.7606, -0.7036], [10.0077, 1.1882, 0.3228], [8.6299, 2.2670, 0.3833], [9.4306, 1.9804, -1.1560], [9.5441, -2.3958, -1.8219], [9.4540, -1.9309, -0.1629], [11.1732, -0.3431, -2.1513], [11.7435, -1.7765, -1.3071], [11.2795, -0.3613, -0.3834], [-7.6578, 3.3419, -1.7456], [-7.6037, 1.9475, -1.1323], [-8.1642, 1.8691, 0.2089], [-7.8770, 0.6077, 0.8770], [-8.4758, -0.6659, 0.2782], [-9.5299, 2.3578, 0.3594], [-10.6214, 1.6924, -0.4818], [-7.1464, 4.0707, -1.1118], [-7.1603, 3.3354, -2.7187], [-8.6823, 3.6801, -1.9107], [-6.5470, 1.6590, -1.0899], [-8.0941, 1.2462, -1.8210], [-8.1779, 0.6779, 1.9276], [-6.7871, 0.4863, 0.9073], [-9.5384, -0.7582, 0.5040], [-7.9855, -1.5394, 0.7169], [-8.3381, -0.7258, -0.8019], [-9.5357, 3.4292, 0.1373], [-9.8168, 2.3042, 1.4143], [-10.3085, 1.5170, -1.5131], [-11.5026, 2.3389, -0.5174], [-10.9431, 0.7450, -0.0505]],
  "lowdin_charge": [0.079, -0.128, -0.161, -0.168, -0.134, -0.113, -0.355, -0.083, 0.032, 0.119, -0.327, -0.029, -0.021, -0.043, -0.109, -0.251, 0.108, 0.078, -0.404, 0.149, 0.108, 0.150, -0.201, -0.099, -0.160, -0.151, -0.244, -0.105, -0.055, -0.109, -0.142, -0.131, -0.255, -0.091, -0.086, -0.131, -0.089, -0.438, 0.151, -0.078, -0.198, -0.064, 0.056, 0.123, 0.104, 0.071, 0.120, 0.126, 0.087, 0.158, 0.133, 0.080, 0.081, 0.076, 0.093, 0.098, 0.090, 0.064, 0.110, 0.169, 0.147, 0.128, 0.132, 0.101, 0.116, 0.082, 0.115, 0.078, 0.076, 0.066, 0.128, 0.144, 0.111, 0.096, 0.105, 0.123, 0.114, 0.126, 0.098, 0.143, 0.156, 0.143, 0.095, 0.103, 0.135, 0.135, 0.124, 0.080, 0.075, 0.066, -0.090, -0.278, -0.198, -0.255, -0.085, -0.249, -0.083, 0.074, 0.074, 0.067, 0.109, 0.100, 0.112, 0.093, 0.058, 0.072, 0.068, 0.100, 0.115, 0.070, 0.075, 0.056, -0.089, -0.280, -0.196, -0.255, -0.085, -0.245, -0.083, 0.073, 0.073, 0.068, 0.105, 0.099, 0.114, 0.098, 0.059, 0.060, 0.067, 0.102, 0.117, 0.069, 0.075, 0.056],
  "spin_multiplicity": 1,
  "gap_ev": 7.234,
  "largest_force_ev_per_a": 3.827,
  "charge": 1,
  "energy_ev": -74587.09162
}